ORCA calculation (ωB97M-V/def2-TZVPD) on a structure of composition C16H48O8S8V.

Computed properties:
frontier orbital gap (alpha / beta): 7.4 / 4.0 eV
multiplicity: 5
LUMO (alpha / beta): -6.26 / -12.25 eV
net charge: +3

Each line ends with the Mulliken charge.
CARTESIAN COORDINATES (ANGSTROEM)
1 V -2.538 -3.162 31.351  0.746
2 C 0.713 -3.652 27.847  -0.845
3 S -1.167 -3.592 27.932  0.257
4 O -1.507 -3.474 29.419  0.199
5 C -1.406 -1.921 27.139  -1.002
6 H 1.086 -4.584 28.272  0.275
7 H 1.051 -2.738 28.335  0.211
8 H 1.089 -3.745 26.828  0.445
9 H -2.379 -1.484 27.363  0.218
10 H -1.322 -1.942 26.053  0.480
11 H -0.710 -1.178 27.528  0.355
12 C 0.873 -5.367 31.879  -0.531
13 S 1.027 -3.535 32.114  0.262
14 O -0.305 -3.008 31.650  -0.408
15 C 1.040 -3.517 34.001  -0.900
16 H 1.307 -6.039 32.619  0.496
17 H 1.338 -5.556 30.911  0.422
18 H -0.167 -5.611 31.666  -0.417
19 H 1.900 -4.097 34.335  0.567
20 H 0.146 -3.854 34.524  0.095
21 H 1.164 -2.470 34.279  0.336
22 C -6.395 -3.999 29.396  -0.685
23 S -5.263 -2.559 29.207  0.393
24 O -3.921 -2.859 29.799  -0.143
25 C -5.210 -2.750 27.338  -1.071
26 H -6.056 -4.857 28.815  0.416
27 H -7.424 -3.711 29.182  0.522
28 H -6.537 -4.150 30.467  -0.130
29 H -4.574 -3.566 26.996  0.300
30 H -4.933 -1.809 26.863  0.391
31 H -6.197 -2.883 26.893  0.504
32 C 0.200 -0.092 30.743  -0.423
33 S -1.521 -0.090 29.973  0.457
34 O -2.470 -1.056 30.690  -0.769
35 C -2.280 1.525 30.440  -1.116
36 H 0.201 -0.304 31.812  0.070
37 H 0.701 0.873 30.660  0.615
38 H 0.670 -0.914 30.203  -0.042
39 H -2.142 1.769 31.493  0.281
40 H -3.326 1.565 30.137  0.377
41 H -1.695 2.254 29.880  0.506
42 C -1.524 -1.760 35.656  -1.116
43 S -1.641 -0.975 34.054  0.520
44 O -2.199 -1.992 33.095  -0.002
45 C -3.042 0.245 34.250  -0.610
46 H -0.467 -1.901 35.883  0.452
47 H -2.073 -2.690 35.806  0.144
48 H -1.952 -1.074 36.388  0.513
49 H -3.930 -0.374 34.379  -0.107
50 H -3.307 0.742 33.317  0.064
51 H -2.972 0.915 35.106  0.563
52 C -5.509 -2.403 34.870  -0.982
53 S -5.456 -2.099 33.044  0.326
54 O -4.527 -3.164 32.419  -0.149
55 C -7.171 -2.780 32.632  -1.136
56 H -4.551 -2.144 35.321  0.216
57 H -5.679 -3.452 35.111  0.317
58 H -6.323 -1.797 35.268  0.519
59 H -7.377 -2.618 31.574  0.349
60 H -8.040 -2.274 33.054  0.511
61 H -7.311 -3.852 32.770  0.361
62 C -2.285 -6.540 35.063  -1.154
63 S -3.115 -5.221 34.005  0.675
64 O -2.168 -4.894 32.881  -0.466
65 C -4.446 -6.246 33.458  -0.729
66 H -2.751 -6.644 36.043  0.430
67 H -1.223 -6.317 35.166  0.345
68 H -2.179 -7.454 34.477  0.350
69 H -4.895 -5.712 32.621  -0.114
70 H -5.123 -6.539 34.261  0.498
71 H -4.173 -7.215 33.042  0.380
72 C -1.868 -7.594 30.946  -0.639
73 S -3.189 -6.570 30.139  0.364
74 O -2.982 -5.114 30.574  -0.344
75 C -2.632 -6.615 28.434  -0.791
76 H -1.978 -8.604 30.552  0.559
77 H -1.970 -7.649 32.030  0.011
78 H -0.870 -7.242 30.683  0.233
79 H -2.968 -7.627 28.208  0.618
80 H -1.552 -6.470 28.410  0.186
81 H -3.152 -5.801 27.929  0.123


ORCA calculation (ωB97M-V/def2-TZVPD) on an isolated molecule of C4H6N2O.

Computed properties:
frontier orbital gap: 9.0 eV
structure (SMILES): COc1cnc[nH]1
LUMO: 0.82 eV
energy relative to the best compared isomer or geometry (same formula, charge and spin): 1.637 eV
net charge: 0

Each line ends with the Mulliken charge.
CARTESIAN COORDINATES (ANGSTROEM)
1 C 0.990 1.831 0.724  -0.746
2 O 0.680 0.496 0.897  -0.416
3 C -0.002 -0.169 -0.011  0.458
4 C -0.171 -0.226 -1.354  -0.267
5 N -0.933 -1.341 -1.637  -0.605
6 C -1.179 -1.907 -0.488  -0.282
7 N -0.646 -1.212 0.560  -0.074
8 H 1.818 1.905 0.008  0.296
9 H 1.381 2.006 1.731  0.230
10 H 0.060 2.378 0.475  0.351
11 H 0.207 0.436 -2.109  0.411
12 H -1.747 -2.799 -0.340  0.394
13 H -0.457 -1.399 1.543  0.250


ORCA calculation (ωB97M-V/def2-TZVPD) on a cluster of 3 separate species, C9H8NO5 in total.

Computed properties:
frontier orbital gap: 7.1 eV
LUMO: 3.41 eV
energy relative to the best compared isomer or geometry (same formula, charge and spin): 3.704 eV
net charge: -1

Each line ends with the Mulliken charge.
CARTESIAN COORDINATES (ANGSTROEM)
1 C -2.443 0.476 -0.142  -0.795
2 C -2.350 -0.674 0.533  -0.059
3 C -1.286 1.154 -0.331  -0.008
4 C -1.221 -1.201 1.042  -0.908
5 C -0.052 0.767 0.100  -0.923
6 C -0.024 -0.494 0.787  1.401
7 C 0.884 -5.233 0.202  0.805
8 C 2.647 -0.867 -0.568  -0.741
9 C 1.208 -0.814 1.497  -0.367
10 N 1.319 -2.998 1.242  0.513
11 O 0.732 -4.757 -0.854  -0.482
12 O 1.025 -6.088 0.990  -0.503
13 O 0.267 -3.684 1.303  -0.593
14 O 2.390 -3.447 0.827  -0.586
15 O 2.449 -0.798 0.876  -0.121
16 H -3.369 0.821 -0.626  0.339
17 H -3.321 -1.314 0.670  0.146
18 H -1.304 2.124 -0.856  0.259
19 H -0.997 -2.138 1.650  0.360
20 H 0.778 1.516 -0.005  0.325
21 H 3.279 -0.055 -0.645  0.284
22 H 1.705 -0.601 -0.937  0.380
23 H 2.924 -1.856 -0.799  0.274


ORCA calculation (ωB97M-V/def2-TZVPD) on a cluster of 2 separate species, CH4N4O3 in total.

Computed properties:
frontier orbital gap: 9.4 eV
LUMO: -0.26 eV
energy relative to the best compared isomer or geometry (same formula, charge and spin): 0.649 eV
net charge: 0

Each line ends with the Mulliken charge.
CARTESIAN COORDINATES (ANGSTROEM)
1 C -1.579 0.011 0.722  0.103
2 N 1.385 -0.988 -0.485  0.321
3 N 0.675 -0.922 -1.387  -0.529
4 N -1.739 0.335 -0.578  -0.286
5 N 1.906 0.424 0.262  0.940
6 O 1.405 1.385 -0.209  -0.495
7 O 2.647 0.366 1.193  -0.575
8 O -0.968 -0.842 1.248  -0.492
9 H -2.001 0.895 1.251  0.246
10 H 1.737 -1.749 0.146  0.288
11 H -1.294 -0.148 -1.357  0.247
12 H -2.175 1.234 -0.806  0.232


ORCA calculation (ωB97M-V/def2-TZVPD) on a structure of composition C27H39AuN6O2S2.

Computed properties:
frontier orbital gap: 4.6 eV
LUMO: -8.25 eV
energy relative to the best compared isomer or geometry (same formula, charge and spin): 1.452 eV
net charge: +2

Each line ends with the Mulliken charge.
CARTESIAN COORDINATES (ANGSTROEM)
1 Au 0.565 1.065 0.123  1.097
2 C -3.505 2.528 -1.237  -0.652
3 N -3.096 1.256 -1.846  0.208
4 C -3.945 0.276 -2.281  -0.269
5 C -3.176 -0.724 -2.799  -0.608
6 N -1.884 -0.323 -2.668  0.258
7 C -1.825 0.889 -2.091  -0.045
8 S -0.426 1.858 -1.861  -0.274
9 H -4.590 2.574 -1.231  0.323
10 H -3.105 3.361 -1.808  0.336
11 H -3.131 2.590 -0.219  0.241
12 H -5.015 0.366 -2.207  0.476
13 H -3.456 -1.667 -3.234  0.534
14 H -1.067 -0.836 -2.976  0.288
15 C 4.159 -0.540 4.161  -1.126
16 N 2.759 -0.152 4.098  -0.077
17 C 1.736 -1.002 3.946  0.434
18 N 2.039 -2.300 3.795  -0.324
19 S 0.126 -0.467 3.965  -0.338
20 H 4.760 0.350 4.323  0.335
21 H 4.482 -1.004 3.226  0.340
22 H 4.346 -1.227 4.989  0.392
23 H 2.507 0.809 4.248  0.238
24 H 2.976 -2.650 3.885  0.176
25 H 1.283 -2.956 3.716  0.232
26 C -2.964 -4.946 -2.999  -1.686
27 C -1.933 -4.163 -2.230  0.555
28 C -2.287 -3.402 -1.120  -1.231
29 C -1.352 -2.672 -0.397  1.031
30 C -1.826 -1.859 0.780  -0.920
31 C 0.000 -2.752 -0.781  1.507
32 C 1.062 -2.135 0.013  -0.924
33 O 0.946 -1.218 0.813  -0.515
34 C 0.382 -3.518 -1.905  0.908
35 C 1.820 -3.595 -2.368  -1.769
36 C -0.595 -4.186 -2.622  -0.973
37 H -3.951 -4.868 -2.546  0.354
38 H -2.690 -6.001 -3.033  0.471
39 H -3.021 -4.605 -4.036  0.374
40 H -3.324 -3.388 -0.799  0.376
41 H -2.863 -2.099 1.009  0.459
42 H -1.757 -0.787 0.557  -0.251
43 H -1.220 -2.022 1.672  0.232
44 H 2.055 -2.593 -0.101  0.335
45 H 2.244 -2.603 -2.531  0.244
46 H 1.884 -4.147 -3.303  0.400
47 H 2.447 -4.116 -1.642  0.419
48 H -0.312 -4.766 -3.494  0.473
49 C 3.805 0.276 0.397  -1.185
50 C 3.211 0.950 -0.844  1.397
51 C 4.058 0.646 -2.070  -1.830
52 C 3.169 2.464 -0.606  -1.528
53 O 1.904 0.429 -1.127  -0.485
54 H 4.706 0.795 0.725  0.573
55 H 4.059 -0.765 0.183  0.337
56 H 3.075 0.287 1.215  0.181
57 H 5.078 0.994 -1.905  0.398
58 H 3.645 1.145 -2.948  0.433
59 H 4.075 -0.428 -2.263  0.332
60 H 4.179 2.858 -0.511  0.525
61 H 2.627 2.707 0.319  0.261
62 H 2.678 2.965 -1.445  0.342
63 N -2.533 2.405 2.632  0.047
64 C -1.672 1.485 2.197  -0.983
65 N -0.812 1.999 1.337  0.261
66 C -1.132 3.367 1.210  0.750
67 C -0.538 4.390 0.474  -0.686
68 C -1.099 5.646 0.573  -0.836
69 C -2.218 5.890 1.388  -0.529
70 C -2.800 4.887 2.133  -1.183
71 C -2.225 3.624 2.028  0.889
72 H -3.243 2.248 3.330  0.249
73 H -1.664 0.458 2.529  0.562
74 H 0.336 4.211 -0.141  0.292
75 H -0.666 6.466 0.016  0.458
76 H -2.622 6.892 1.441  0.435
77 H -3.646 5.078 2.780  0.457


ORCA calculation (ωB97M-V/def2-TZVPD) on a structure of composition C25H35MoN2S.

Computed properties:
frontier orbital gap (alpha / beta): 7.7 / 7.4 eV
multiplicity: 3
LUMO (alpha / beta): -2.24 / -3.32 eV
net charge: +1

Each line ends with the Mulliken charge.
CARTESIAN COORDINATES (ANGSTROEM)
1 C -2.123 1.359 0.026  1.196
2 C -1.413 1.810 -1.155  0.857
3 C -0.302 2.611 -0.725  0.371
4 C -0.274 2.623 0.700  1.331
5 C -1.388 1.844 1.176  0.287
6 Mo -0.260 0.220 0.044  -0.911
7 C 1.818 -0.866 1.456  1.501
8 C 0.551 -1.478 1.309  -1.130
9 H 0.518 -2.474 0.863  0.710
10 C -0.663 -0.892 1.839  -1.021
11 H -0.584 -0.362 2.791  0.672
12 H -1.600 -1.446 1.723  0.211
13 C 3.042 -1.574 0.982  -1.459
14 H 2.834 -2.289 0.180  0.275
15 H 3.793 -0.862 0.621  0.300
16 H 3.500 -2.130 1.811  0.437
17 C 2.033 0.203 2.476  -0.924
18 H 1.112 0.664 2.862  0.022
19 H 2.578 -0.197 3.353  0.493
20 H 2.662 1.021 2.079  0.138
21 C -1.853 1.665 -2.569  -1.808
22 H -2.568 0.847 -2.699  0.320
23 H -2.335 2.590 -2.914  0.360
24 H -0.998 1.479 -3.231  0.404
25 C 0.569 3.392 -1.642  -1.616
26 H 0.855 2.800 -2.520  0.315
27 H 0.052 4.292 -2.005  0.415
28 H 1.490 3.720 -1.148  0.411
29 C 0.635 3.429 1.560  -1.800
30 H 1.659 3.446 1.168  0.390
31 H 0.297 4.474 1.620  0.375
32 H 0.672 3.037 2.584  0.306
33 C -1.903 1.858 2.578  -1.547
34 H -1.086 1.797 3.306  0.426
35 H -2.442 2.797 2.771  0.342
36 H -2.594 1.032 2.764  0.310
37 C -3.488 0.754 0.059  -1.837
38 H -3.655 0.197 0.987  0.315
39 H -4.257 1.537 -0.002  0.311
40 H -3.650 0.065 -0.777  0.291
41 C 1.789 0.425 -0.982  1.644
42 C 2.015 -0.531 -1.927  0.110
43 C 2.755 1.382 -0.689  -0.298
44 C 3.129 -0.446 -2.781  -0.733
45 H 1.212 -1.273 -2.032  0.091
46 C 3.907 1.442 -1.484  -0.929
47 H 2.641 2.043 0.169  0.304
48 C 4.082 0.557 -2.550  -0.805
49 H 3.227 -1.128 -3.622  0.421
50 H 4.672 2.185 -1.232  0.430
51 H 4.959 0.654 -3.200  0.367
52 C -3.657 -2.992 0.031  -0.712
53 N -2.360 -3.613 -0.241  0.119
54 C -1.958 -4.894 0.128  -0.207
55 C -0.677 -5.047 -0.271  -0.638
56 N -0.298 -3.851 -0.856  0.105
57 C -1.327 -2.962 -0.822  -0.029
58 S -1.368 -1.355 -1.432  -0.306
59 H -3.560 -2.203 0.793  0.199
60 H -4.058 -2.543 -0.888  0.327
61 H -4.337 -3.767 0.400  0.347
62 H -2.631 -5.563 0.640  0.439
63 H -0.010 -5.886 -0.201  0.432
64 H 0.616 -3.627 -1.250  0.285